DFT (the ωB97M-V functional and the def2-TZVPD basis) results for a 2-piece molecular cluster, C3H7PS overall.

Last column: Löwdin charge in e.
Element x y z (Å)
C (1.30, -0.98, -0.13)  -0.60
C (0.85, -1.97, -1.07)  -0.23
C (-1.52, 1.86, 0.86)  -0.57
P (2.01, -0.06, 0.96)  0.78
S (-1.55, 0.34, -0.11)  0.52
H (1.26, -2.94, -1.02)  0.05
H (-0.26, -2.30, -0.97)  0.10
H (1.02, -1.51, -2.04)  0.08
H (-0.94, 2.55, 0.19)  0.01
H (-1.03, 1.78, 1.84)  0.02
H (-2.58, 2.14, 0.99)  0.03
H (1.45, 1.09, 0.51)  -0.19

Summary:
Net charge: 0
Highest occupied orbital energy (spin up / spin down) (eV): -8.920 / -7.640

---

DFT (the ωB97M-V functional and the def2-TZVPD basis) results for a 2-piece molecular cluster, C5H16N2OS overall.

Last column: Löwdin charge in e.
Element x y z (Å)
C (-1.82, 0.66, -1.89)  -0.13
N (-0.93, 0.37, -0.78)  -0.11
C (0.50, 0.50, -0.96)  -0.39
C (1.20, -0.53, -1.89)  -0.50
S (0.32, -1.94, -2.63)  0.71
C (1.11, 0.48, 0.43)  -0.25
N (0.63, 1.44, 1.36)  -0.10
C (0.12, 0.93, 2.62)  -0.14
H (-1.47, 1.57, -2.35)  0.08
H (-2.88, 0.64, -1.65)  0.08
H (-1.70, -0.06, -2.71)  0.04
H (-1.15, -0.44, -0.24)  0.09
H (0.66, 1.47, -1.45)  0.14
H (2.02, -1.00, -1.34)  0.05
H (1.73, 0.01, -2.68)  0.07
H (-0.66, -1.94, -1.73)  -0.16
H (2.20, 0.30, 0.36)  0.12
H (0.98, -0.57, 0.76)  0.10
H (-0.04, 1.99, 0.86)  0.10
H (0.93, 0.54, 3.25)  0.08
H (-0.05, 1.83, 3.22)  0.08
H (-0.74, 0.27, 2.57)  0.07
H (-0.71, -2.72, 2.70)  0.05
H (0.28, -1.68, 2.21)  0.01
O (-0.54, -2.13, 1.95)  -0.07

Summary:
Net charge: 0
SMILES: CNC[C@@H](CS)NC.O
Highest occupied orbital energy (eV): -8.404

---

DFT (the ωB97M-V functional and the def2-TZVPD basis) results for C4H7CuO2 as an isolated structure.

Last column: Mulliken spin population.
Element x y z (Å)
O (1.93, 1.20, -0.60)  0.00
C (2.21, 0.11, -0.17)  0.00
C (1.23, -0.82, 0.52)  0.00
O (0.02, -0.24, 0.84)  -0.02
C (-0.97, -0.23, -0.22)  -0.17
C (-2.04, 0.79, 0.03)  0.55
Cu (-1.18, 2.52, -0.46)  1.56
H (3.22, -0.32, -0.32)  0.00
H (1.73, -1.17, 1.44)  0.00
H (1.11, -1.71, -0.13)  0.00
H (-1.50, -1.20, -0.25)  0.05
H (-0.42, -0.33, -1.17)  -0.01
H (-2.92, 0.59, -0.60)  0.01
H (-2.42, 0.80, 1.07)  0.03

Summary:
Net charge: 0
Highest occupied orbital energy (spin up / spin down) (eV): -5.898 / -9.780
Multiplicity: 3

---

DFT (the ωB97M-V functional and the def2-TZVPD basis) results for a 8-piece molecular cluster, C62H70BF10N10O6S2 overall.

Last column: Löwdin charge in e.
Element x y z (Å)
C (5.76, -10.20, -9.56)  0.01
N (4.81, -9.63, -8.59)  -0.07
C (5.26, -9.33, -7.33)  0.05
C (4.41, -8.69, -6.44)  0.05
C (3.08, -8.45, -6.82)  -0.09
C (2.64, -8.84, -8.12)  0.04
C (3.50, -9.46, -8.99)  0.03
C (2.05, -7.65, -6.04)  -0.11
C (2.36, -6.37, -5.59)  0.06
C (1.39, -5.68, -4.88)  0.02
N (0.13, -6.09, -4.84)  -0.06
C (-0.25, -7.29, -5.41)  0.03
C (0.71, -8.07, -5.99)  0.02
C (-0.89, -5.24, -4.16)  0.05
H (6.39, -10.97, -9.14)  0.10
H (6.41, -9.47, -10.04)  0.12
H (5.21, -10.88, -10.26)  0.13
H (6.32, -9.62, -7.11)  0.18
H (4.66, -8.66, -5.36)  0.15
H (1.62, -8.59, -8.53)  0.16
H (3.13, -9.73, -9.95)  0.15
H (3.29, -5.95, -5.85)  0.11
H (1.66, -4.75, -4.43)  0.14
H (-1.29, -7.55, -5.42)  0.14
H (0.40, -9.03, -6.48)  0.16
H (-1.79, -5.32, -4.78)  0.11
H (-0.57, -4.23, -4.29)  0.10
H (-1.11, -5.51, -3.13)  0.12
C (-1.60, 5.51, 3.80)  0.05
N (-0.85, 6.41, 4.71)  -0.05
C (-0.70, 7.70, 4.34)  0.04
C (0.07, 8.58, 5.07)  0.04
C (0.75, 8.07, 6.14)  -0.11
C (0.61, 6.71, 6.54)  0.07
C (-0.24, 5.93, 5.81)  0.02
C (1.63, 9.07, 6.87)  -0.13
C (1.43, 9.34, 8.19)  0.04
C (2.31, 10.20, 8.83)  0.06
N (3.39, 10.74, 8.19)  -0.05
C (3.56, 10.52, 6.88)  0.01
C (2.68, 9.73, 6.18)  0.06
C (4.32, 11.68, 8.90)  0.07
H (-2.34, 6.15, 3.31)  0.11
H (-2.08, 4.75, 4.39)  0.08
H (-1.04, 4.89, 3.13)  0.12
H (-1.28, 8.02, 3.51)  0.14
H (0.05, 9.63, 4.85)  0.14
H (1.07, 6.37, 7.49)  0.15
H (-0.42, 4.87, 6.04)  0.16
H (0.64, 8.85, 8.77)  0.15
H (2.28, 10.45, 9.89)  0.16
H (4.47, 10.91, 6.43)  0.16
H (2.78, 9.66, 5.11)  0.14
H (4.10, 11.69, 9.95)  0.10
H (4.25, 12.67, 8.45)  0.13
H (5.33, 11.48, 8.72)  0.09
C (0.54, -0.45, 8.83)  0.04
N (0.08, -1.84, 9.06)  -0.05
C (0.01, -2.41, 10.27)  0.05
C (-0.44, -3.75, 10.41)  0.05
C (-0.95, -4.41, 9.34)  -0.09
C (-0.95, -3.70, 8.07)  0.04
C (-0.43, -2.48, 7.95)  0.01
C (-1.54, -5.86, 9.30)  -0.11
C (-2.90, -6.10, 9.25)  0.03
C (-3.34, -7.37, 9.11)  0.01
N (-2.50, -8.41, 8.97)  -0.05
C (-1.18, -8.20, 8.96)  0.02
C (-0.69, -6.92, 9.06)  0.05
C (-3.06, -9.81, 8.71)  0.08
H (0.69, 0.03, 9.80)  0.11
H (-0.24, 0.10, 8.36)  0.07
H (1.41, -0.40, 8.18)  0.12
H (0.46, -1.88, 11.10)  0.16
H (-0.55, -4.12, 11.39)  0.13
H (-1.42, -4.17, 7.22)  0.14
H (-0.42, -1.94, 7.01)  0.14
H (-3.53, -5.25, 9.30)  0.14
H (-4.41, -7.58, 9.05)  0.17
H (-0.52, -9.07, 8.91)  0.16
H (0.40, -6.75, 9.08)  0.15
H (-3.55, -10.08, 9.63)  0.11
H (-2.21, -10.52, 8.55)  0.12
H (-3.80, -9.82, 7.91)  0.11
C (2.22, -0.73, -9.67)  0.06
N (3.41, 0.10, -9.96)  -0.07
C (4.44, 0.21, -9.11)  0.03
C (5.60, 0.90, -9.42)  0.06
C (5.82, 1.32, -10.74)  -0.15
C (4.75, 1.16, -11.63)  0.04
C (3.55, 0.66, -11.17)  0.00
C (7.02, 2.00, -11.17)  -0.13
C (8.30, 1.57, -10.80)  0.05
C (9.42, 2.18, -11.28)  0.01
N (9.33, 3.25, -12.07)  -0.09
C (8.12, 3.76, -12.43)  0.04
C (6.91, 3.14, -12.03)  0.07
C (10.55, 3.74, -12.74)  0.04
H (1.38, -0.01, -9.51)  0.13
H (2.38, -1.31, -8.78)  0.07
H (2.05, -1.37, -10.54)  0.12
H (4.34, -0.37, -8.13)  0.17
H (6.28, 1.13, -8.59)  0.15
H (4.88, 1.48, -12.67)  0.14
H (2.68, 0.62, -11.91)  0.19
H (8.35, 0.74, -10.05)  0.16
H (10.45, 1.90, -11.11)  0.15
H (8.10, 4.56, -13.18)  0.16
H (5.92, 3.51, -12.42)  0.16
H (11.45, 3.34, -12.18)  0.13
H (10.56, 4.83, -12.72)  0.12
H (10.59, 3.32, -13.78)  0.14
C (-11.53, 4.53, -1.53)  0.04
N (-10.76, 4.00, -0.33)  -0.05
C (-9.78, 4.85, 0.16)  0.01
C (-8.98, 4.46, 1.17)  0.06
C (-9.14, 3.16, 1.74)  -0.12
C (-10.16, 2.40, 1.30)  0.04
C (-10.95, 2.81, 0.23)  0.04
C (-8.13, 2.64, 2.75)  -0.10
C (-8.34, 2.72, 4.14)  0.06
C (-7.34, 2.27, 4.95)  0.01
N (-6.17, 1.84, 4.43)  -0.07
C (-6.00, 1.74, 3.15)  -0.01
C (-6.95, 2.09, 2.25)  0.07
C (-5.18, 1.20, 5.36)  0.07
H (-12.26, 3.83, -1.99)  0.11
H (-10.84, 4.81, -2.38)  0.12
H (-12.14, 5.41, -1.21)  0.13
H (-9.86, 5.84, -0.21)  0.15
H (-8.30, 5.23, 1.47)  0.14
H (-10.18, 1.38, 1.72)  0.16
H (-11.75, 2.12, -0.14)  0.17
H (-9.32, 3.10, 4.41)  0.14
H (-7.33, 2.22, 6.05)  0.15
H (-5.13, 1.25, 2.82)  0.12
H (-6.77, 1.76, 1.22)  0.12
H (-5.39, 0.16, 5.46)  0.11
H (-5.36, 1.66, 6.30)  0.09
H (-4.19, 1.42, 4.96)  0.10
B (3.22, -3.44, -6.75)  -1.06
F (3.31, -3.26, -5.31)  0.05
F (1.90, -3.96, -7.05)  0.06
F (3.52, -2.19, -7.42)  0.05
F (4.24, -4.38, -7.12)  0.06
C (-2.76, 0.46, 0.46)  -0.65
F (-3.26, -0.11, 1.59)  0.06
F (-1.83, 1.33, 0.89)  0.10
F (-2.17, -0.53, -0.18)  0.14
S (-4.12, 1.32, -0.46)  0.47
O (-3.68, 2.70, -0.58)  -0.32
O (-4.27, 0.54, -1.64)  -0.29
O (-5.16, 1.07, 0.51)  -0.37
C (0.68, 0.66, 4.31)  -0.72
F (1.52, -0.19, 4.85)  0.15
F (1.39, 1.66, 3.71)  0.11
F (0.03, 0.11, 3.30)  0.14
S (-0.51, 1.29, 5.50)  0.49
O (-1.15, 0.03, 5.92)  -0.35
O (0.37, 1.86, 6.51)  -0.34
O (-1.35, 2.28, 4.79)  -0.35

Summary:
Net charge: +7
Highest occupied orbital energy (eV): -16.975